Density functional theory data (ωB97M-V/def2-TZVPD) for a structure of composition C32H41N7NaO5PSSi at a distorted geometry.

Last column: Mulliken charge in e.
Geometry (Å):
1 Na -0.354 -0.233 -0.342  0.601
2 C 1.957 -2.313 1.654  -0.869
3 N 1.711 -1.794 0.285  0.858
4 C 2.771 -1.895 -0.478  -0.738
5 C 2.756 -2.028 -1.928  0.051
6 C 2.990 -3.185 -2.616  -0.481
7 C 3.217 -2.838 -4.009  -0.755
8 C 3.131 -1.490 -4.142  -0.571
9 N 2.825 -0.936 -2.861  0.993
10 C 0.866 -3.326 2.095  0.356
11 C 1.128 -4.707 2.157  -0.521
12 C 0.064 -5.595 2.328  -0.499
13 C -1.207 -5.115 2.613  -0.473
14 C -1.485 -3.757 2.390  -0.704
15 C -0.458 -2.890 2.197  -0.139
16 H 1.815 -1.431 2.286  0.125
17 H 2.974 -2.727 1.838  0.456
18 H 3.821 -1.889 -0.075  0.186
19 H 3.080 -4.207 -2.256  0.447
20 H 3.412 -3.549 -4.824  0.380
21 H 3.337 -0.836 -5.000  0.465
22 H 2.140 -5.106 2.033  0.356
23 H 0.247 -6.670 2.258  0.372
24 H -2.004 -5.761 3.018  0.324
25 H -2.517 -3.421 2.415  0.444
26 H -0.728 -1.845 2.089  0.477
27 C -3.872 2.892 -1.112  -1.333
28 P -3.474 1.049 -1.108  1.634
29 C -4.914 0.685 0.128  -1.782
30 C -4.229 -0.254 -2.237  -1.164
31 O -2.466 0.661 -0.054  -0.553
32 H -4.775 3.021 -1.728  0.349
33 H -3.042 3.499 -1.507  0.346
34 H -4.111 3.262 -0.077  0.344
35 H -5.872 0.951 -0.345  0.421
36 H -4.719 1.337 0.968  0.408
37 H -4.887 -0.395 0.288  0.316
38 H -4.103 0.122 -3.248  0.377
39 H -5.256 -0.512 -1.990  0.432
40 H -3.566 -1.111 -2.076  0.016
41 N 2.744 1.057 -1.498  0.085
42 C 2.855 0.322 -2.476  -1.398
43 H 2.778 2.064 -1.724  0.158
44 C -2.312 -3.454 -3.135  -1.307
45 C -1.339 -3.041 -2.067  0.607
46 N -0.760 -3.996 -1.338  -0.224
47 O -1.067 -1.802 -1.812  -0.351
48 H -2.146 -4.484 -3.454  0.427
49 H -2.194 -2.804 -3.991  0.283
50 H -3.359 -3.329 -2.845  0.276
51 H -0.683 -4.928 -1.693  0.222
52 H 0.060 -3.728 -0.774  -0.060
53 O 1.102 4.858 8.910  -0.691
54 S 0.508 3.535 8.800  1.113
55 O -0.876 3.436 8.352  -0.659
56 O 0.982 2.607 9.826  -0.685
57 C 1.606 3.103 7.458  0.170
58 N 2.871 3.120 7.896  -0.476
59 C 3.788 2.803 7.008  -0.516
60 C 3.418 2.541 5.683  -0.445
61 C 2.087 2.554 5.343  0.456
62 N 1.144 2.875 6.235  -0.359
63 C 1.561 2.153 4.030  1.268
64 C 2.418 1.837 2.965  -0.578
65 C 1.840 1.498 1.747  -0.760
66 N 0.519 1.387 1.604  -0.096
67 C -0.294 1.722 2.620  -0.698
68 C 0.199 2.072 3.858  -0.414
69 H 4.792 2.820 7.410  0.418
70 H 4.157 2.379 4.903  0.309
71 H 3.505 1.879 3.096  0.218
72 H 2.443 1.309 0.853  0.431
73 H -1.360 1.671 2.463  0.480
74 H -0.460 2.236 4.715  0.536
75 C -1.617 3.719 -5.890  -1.040
76 Si -0.591 2.409 -4.953  -0.045
77 C -0.143 1.064 -6.157  -0.793
78 C 1.020 3.218 -4.407  -0.739
79 C -1.675 1.742 -3.598  0.732
80 C -2.250 1.376 -2.580  -1.083
81 H -1.258 3.736 -6.950  0.269
82 H -1.380 4.706 -5.411  0.270
83 H -2.709 3.572 -5.888  0.297
84 H 0.329 1.486 -7.092  0.268
85 H -1.120 0.595 -6.421  0.230
86 H 0.519 0.281 -5.774  0.217
87 H 1.527 3.674 -5.261  0.300
88 H 1.723 2.490 -3.968  0.124
89 H 0.892 3.999 -3.645  0.300

Summary:
- F_max (eV/Å) = 8.15
- calculated total energy (a.u.) = -3194.75629
- charge = -2
- frontier orbital gap (alpha / beta) (eV) = 3.700 / 3.698
- relative energy (zero: lowest compared OMol25 entry of this formula, charge and spin) (kJ/mol) = 118.43